{
  "formula": "C32H40N5OP2Pb",
  "method": "the ωB97M-V functional and the def2-TZVPD basis",
  "multiplicity": 2,
  "lumo_energy_ev": [-6.06, -8.98],
  "orbital_gap_ha": [0.2089, 0.1016],
  "total_charge": 2,
  "symbols": ["Pb", "C", "C", "C", "C", "C", "C", "C", "C", "C", "H", "H", "H", "H", "H", "H", "H", "H", "H", "H", "H", "H", "H", "H", "H", "P", "P", "N", "N", "N", "N", "C", "C", "C", "C", "C", "C", "C", "C", "C", "C", "C", "C", "C", "C", "C", "C", "C", "C", "H", "H", "H", "H", "H", "H", "H", "H", "H", "H", "H", "H", "H", "H", "H", "H", "H", "H", "H", "H", "O", "N", "C", "C", "C", "C", "C", "H", "H", "H", "H", "H"],
  "coordinates": [[-0.10643, -2.95221, 3.57008], [-1.07445, 2.74451, 3.80130], [-1.54161, 1.88075, 2.89467], [-0.97482, 1.58817, 1.52361], [0.28691, 0.70011, 1.41407], [1.61865, 1.35427, 1.68408], [1.85765, 2.55173, 2.22460], [0.91494, 3.69834, 2.39790], [0.11228, 3.67520, 3.71729], [1.73108, -2.96875, 4.68503], [-1.59031, 2.80852, 4.77079], [-2.39526, 1.24359, 3.19550], [-0.85582, 2.49972, 0.91747], [-1.77987, 0.99917, 1.06168], [0.17096, -0.19354, 2.05556], [0.32496, 0.30797, 0.38498], [2.48184, 0.73128, 1.40077], [2.84315, 2.72144, 2.67950], [0.27109, 3.85449, 1.53060], [1.55690, 4.58330, 2.49301], [0.82431, 3.49510, 4.54974], [-0.30865, 4.68409, 3.88835], [1.68218, -2.69340, 5.73931], [2.20877, -2.10944, 4.16796], [2.25300, -3.92164, 4.49774], [1.38455, -1.34291, -2.86543], [-1.93472, -0.92212, -2.75047], [2.73309, -0.24618, -3.02354], [2.14970, -2.57529, -3.94792], [-2.08188, 0.83746, -2.84034], [-3.55596, -1.22715, -3.41834], [0.42551, -0.51488, -4.24253], [-1.00370, -1.06705, -4.35465], [3.50482, 0.18437, -1.93681], [4.52234, 1.00590, -2.42276], [4.36908, 1.07995, -3.84731], [3.26336, 0.32270, -4.18265], [2.36471, -3.88848, -3.52103], [2.80552, -4.64119, -4.60132], [2.85425, -3.77536, -5.73722], [2.46755, -2.51398, -5.30379], [-1.70253, 1.63173, -1.75059], [-1.73690, 2.96931, -2.12560], [-2.11180, 3.00815, -3.50622], [-2.25881, 1.69485, -3.92915], [-4.38397, -0.54451, -4.31567], [-5.50721, -1.32828, -4.57693], [-5.34881, -2.55373, -3.84380], [-4.13939, -2.48445, -3.16484], [0.90867, -0.63023, -5.22735], [0.41563, 0.55973, -4.00094], [-1.52355, -0.56961, -5.19130], [-0.97601, -2.14448, -4.58395], [3.23664, -0.12559, -0.93594], [5.27495, 1.50218, -1.82818], [4.98944, 1.62569, -4.54752], [2.78936, 0.18951, -5.14719], [2.17857, -4.14904, -2.48669], [3.04985, -5.69416, -4.58640], [3.11195, -4.03037, -6.75290], [2.39179, -1.59864, -5.87207], [-1.41574, 1.15274, -0.82238], [-1.50090, 3.81827, -1.48678], [-2.24566, 3.89335, -4.12131], [-2.45101, 1.31611, -4.92714], [-4.14130, 0.42870, -4.69428], [-6.32935, -1.05275, -5.20552], [-6.04012, -3.37738, -3.81842], [-3.62441, -3.19173, -2.53520], [-0.42140, -1.75868, 5.66181], [-0.41463, -0.87296, 6.67761], [-1.62494, -0.59281, 7.21920], [-1.69980, 0.10344, 8.41692], [-0.52157, 0.45111, 9.09370], [0.69973, 0.30840, 8.42130], [0.73721, -0.34712, 7.19056], [-2.48028, -1.00209, 6.69856], [-2.69099, 0.35124, 8.78117], [-0.54286, 0.83929, 10.11520], [1.62452, 0.68049, 8.84976], [1.64596, -0.47426, 6.60901]],
  "forces_ev_per_angstrom": [[-0.9, 0.7, 0.9], [0.2, -0.3, 0.3], [0.4, -0.1, 0.8], [-0.6, -0.5, -0.2], [0.0, 0.7, -0.7], [0.2, -0.3, 0.2], [0.2, -0.6, 0.2], [0.0, 0.6, 0.8], [-0.3, 0.3, -0.2], [1.2, -0.3, -0.3], [0.1, -0.1, -0.4], [0.4, 0.5, -0.2], [-0.1, -0.5, 0.2], [0.2, 0.2, -0.2], [0.1, 0.2, 0.0], [-0.1, -0.1, 0.1], [-0.3, 0.1, 0.7], [-0.1, 0.0, -0.8], [0.2, 0.0, 0.2], [-0.2, 0.0, -0.3], [-0.5, 0.0, -0.3], [0.3, -0.3, 0.0], [-0.2, -0.5, -0.3], [0.4, -0.5, 0.1], [0.3, 0.6, 0.1], [2.6, 0.1, -3.2], [0.1, 2.6, -1.7], [0.0, 0.7, 0.9], [-0.8, -0.5, 0.8], [0.8, -0.1, 0.8], [-0.9, -1.4, -0.3], [-0.7, 0.1, 0.3], [0.0, -0.6, 0.0], [0.7, 0.7, -1.1], [-1.0, -0.8, 0.2], [-0.8, -0.5, 0.3], [0.4, 0.4, 0.4], [0.1, 0.0, -1.0], [-0.4, 0.5, 0.6], [-0.4, 0.9, 0.9], [-0.1, -0.9, -0.1], [-0.3, 0.7, -0.5], [0.0, -1.1, 0.2], [0.1, -1.0, 0.0], [-0.1, 0.7, 0.1], [1.2, -1.0, 1.4], [-0.3, -2.8, 1.3], [-1.4, 1.8, -1.8], [1.0, 2.3, -0.4], [-0.2, 0.0, 0.7], [-0.1, -0.2, -0.1], [0.0, -0.2, 0.5], [0.1, 0.2, -0.1], [0.2, 0.0, -0.1], [-0.1, -0.1, 0.0], [-0.1, -0.1, 0.2], [0.3, 0.1, 0.3], [0.1, -0.1, -0.2], [0.0, 0.1, 0.1], [0.1, 0.0, 0.1], [0.1, -0.4, 0.1], [-0.2, 0.2, -0.3], [-0.1, -0.3, -0.2], [0.1, -0.3, 0.1], [0.1, 0.2, 0.3], [0.1, 0.2, 0.1], [-0.2, 0.0, -0.1], [0.0, -0.1, 0.0], [-0.1, -0.1, 0.1], [0.0, 1.0, 0.4], [-0.5, -0.4, -0.5], [0.7, 0.3, 0.6], [0.3, -0.1, -0.1], [0.0, 0.1, -0.4], [-0.5, -0.4, -0.3], [-0.6, 0.0, 0.1], [0.2, 0.1, 0.0], [0.2, -0.2, 0.3], [-0.1, 0.1, -0.5], [-0.1, -0.1, -0.1], [-0.3, -0.2, 0.1]],
  "lowdin_spin": [0.0000, 0.0000, 0.0000, 0.0000, 0.0000, 0.0000, 0.0000, 0.0000, 0.0000, 0.0000, 0.0000, 0.0000, 0.0000, 0.0000, 0.0000, 0.0000, 0.0000, 0.0000, 0.0000, 0.0000, 0.0000, 0.0000, 0.0000, 0.0000, 0.0000, 0.0002, -0.0026, 0.0000, 0.0000, 0.0005, 0.0389, 0.0000, 0.0002, 0.0000, 0.0000, 0.0000, 0.0000, 0.0000, 0.0000, 0.0000, 0.0000, 0.0001, 0.0011, -0.0002, 0.0017, 0.3415, 0.1299, 0.1156, 0.3423, -0.0001, 0.0001, 0.0012, 0.0002, 0.0000, 0.0000, 0.0000, 0.0000, 0.0000, 0.0000, 0.0000, 0.0000, 0.0000, 0.0001, 0.0000, -0.0001, 0.0128, 0.0020, 0.0012, 0.0133, 0.0000, 0.0000, 0.0000, 0.0000, 0.0000, 0.0000, 0.0000, 0.0000, 0.0000, 0.0000, 0.0000, 0.0000]
}